{
  "formula": "C2H7OS",
  "method": "ωB97M-V/def2-TZVPD",
  "e_lumo_ev": 4.25,
  "charge": -1,
  "homo_energy_ev": -3.0,
  "e_above_lowest_kj_mol": 20.1,
  "homo_lumo_gap_ev": 7.2,
  "elements": ["S", "H", "C", "O", "C", "H", "H", "H", "H", "H", "H"],
  "xyz": [[0.89613, 0.64333, -1.77362], [1.38549, 1.84850, -1.84562], [-1.09400, -0.51825, 0.83836], [-0.63384, 0.80202, 0.92757], [-0.08773, -1.46447, 1.51014], [-2.14324, -0.62478, 1.13223], [-1.09729, -0.83575, -0.21328], [-0.28891, 1.01381, 0.00459], [0.25815, -1.14466, 2.49283], [-0.43978, -2.50076, 1.54363], [0.78434, -1.44670, 0.85399]],
  "nbo_charge": [-1.0000, 0.0908, -0.0625, -0.7986, -0.6356, 0.1341, 0.1716, 0.5040, 0.1920, 0.1773, 0.2269]
}

=====

{
  "formula": "C29H27N5O4Zn",
  "method": "ωB97M-V/def2-TZVPD",
  "e_lumo_ev": -0.03,
  "charge": 0,
  "homo_energy_ev": -7.1,
  "homo_lumo_gap_ev": 7.0,
  "elements": ["Zn", "C", "O", "C", "C", "C", "C", "C", "C", "N", "N", "C", "C", "O", "C", "C", "C", "C", "C", "C", "C", "C", "H", "H", "H", "H", "H", "H", "H", "H", "H", "H", "H", "H", "H", "O", "C", "C", "C", "C", "C", "C", "C", "N", "C", "C", "N", "H", "H", "H", "H", "H", "H", "H", "C", "N", "C", "C", "O", "H", "H", "H", "H", "H", "H", "H"],
  "xyz": [[-0.55984, -0.49386, -1.10865], [-2.95824, 1.03303, -4.13033], [-2.10625, 1.08061, -3.00001], [-2.20292, 2.18026, -2.19908], [-3.28625, 3.04209, -2.20883], [-3.27590, 4.17124, -1.39963], [-2.18432, 4.44612, -0.59438], [-1.09925, 3.58505, -0.57762], [-1.09928, 2.43545, -1.35771], [-0.06439, 1.48842, -1.36586], [1.07220, 1.92456, -1.02186], [2.13579, 1.08201, -1.03043], [2.12934, -0.21012, -1.65468], [1.09592, -0.77348, -2.14182], [3.39285, -0.89710, -1.75468], [4.51611, -0.42130, -1.17558], [4.53278, 0.82533, -0.47635], [5.69606, 1.29461, 0.15959], [5.70774, 2.51152, 0.79265], [4.55178, 3.30321, 0.79027], [3.39994, 2.85734, 0.18843], [3.35425, 1.60097, -0.44638], [-2.98773, 2.00057, -4.63603], [-3.97390, 0.73355, -3.85739], [-2.53182, 0.29279, -4.80340], [-4.13863, 2.84490, -2.84524], [-4.13024, 4.83526, -1.41066], [-2.18726, 5.33040, 0.02939], [-0.24247, 3.77721, 0.05343], [3.38895, -1.84079, -2.28549], [5.44102, -0.98495, -1.23771], [6.58469, 0.67371, 0.14245], [6.60574, 2.86266, 1.28487], [4.56893, 4.27314, 1.27117], [2.50693, 3.46563, 0.18834], [-0.97753, 0.00996, 0.71697], [-1.66731, -0.65694, 1.58280], [-1.52926, -0.33218, 2.95798], [-2.22060, -0.99617, 3.93934], [-3.08623, -2.04200, 3.60487], [-3.24421, -2.38144, 2.28222], [-2.56920, -1.70978, 1.24933], [-2.80324, -2.09209, -0.13302], [-2.14662, -1.70758, -1.22334], [-2.70689, -2.35719, -2.29599], [-3.72365, -3.14352, -1.86985], [-3.78187, -2.95822, -0.50802], [-0.84726, 0.47498, 3.19598], [-2.09491, -0.71045, 4.97683], [-3.62626, -2.57765, 4.37424], [-3.90554, -3.20944, 2.04983], [-2.32194, -2.23340, -3.29295], [-4.40371, -3.78627, -2.39901], [-4.43750, -3.39357, 0.11140], [2.18003, -3.25578, 2.96461], [1.57185, -2.44132, 1.93803], [1.90005, -1.02551, 1.95291], [0.83009, -2.97545, 0.95828], [0.36382, -2.38282, -0.00201], [1.93450, -2.85805, 3.95077], [3.26733, -3.26549, 2.85327], [1.80956, -4.27782, 2.90089], [1.71354, -0.62019, 2.94862], [1.26962, -0.50306, 1.24051], [2.95103, -0.86693, 1.69468], [0.65002, -4.05466, 1.09908]],
  "nbo_charge": [1.7130, -0.2519, -0.5202, 0.3621, -0.3105, -0.1965, -0.2351, -0.1817, 0.0326, -0.3699, -0.1390, -0.0195, 0.4085, -0.7982, -0.2689, -0.1617, -0.0432, -0.1884, -0.2445, -0.2026, -0.2007, -0.0400, 0.1852, 0.1759, 0.1984, 0.2166, 0.2121, 0.2136, 0.2291, 0.2220, 0.2079, 0.2038, 0.2103, 0.2100, 0.2257, -0.9031, 0.3888, -0.2516, -0.1951, -0.2912, -0.1719, -0.1853, 0.4032, -0.6505, -0.0777, -0.0954, -0.5131, 0.2107, 0.2087, 0.2098, 0.1811, 0.2210, 0.2230, 0.4214, -0.3977, -0.4122, -0.4337, 0.5582, -0.6841, 0.2017, 0.1957, 0.2083, 0.2016, 0.2591, 0.2019, 0.1142]
}

=====

{
  "formula": "C31H60Cl24O5",
  "method": "ωB97M-V/def2-TZVPD",
  "e_lumo_ev": 0.33,
  "charge": 0,
  "homo_energy_ev": -10.1,
  "homo_lumo_gap_ev": 10.4,
  "elements": ["C", "C", "C", "O", "O", "C", "C", "O", "C", "O", "O", "C", "H", "H", "H", "H", "H", "H", "H", "H", "H", "H", "H", "H", "Cl", "C", "C", "Cl", "H", "H", "H", "H", "Cl", "C", "C", "Cl", "H", "H", "H", "H", "Cl", "C", "C", "Cl", "H", "H", "H", "H", "Cl", "C", "C", "Cl", "H", "H", "H", "H", "Cl", "C", "C", "Cl", "H", "H", "H", "H", "Cl", "C", "C", "Cl", "H", "H", "H", "H", "Cl", "C", "C", "Cl", "H", "H", "H", "H", "Cl", "C", "C", "Cl", "H", "H", "H", "H", "Cl", "C", "C", "Cl", "H", "H", "H", "H", "Cl", "C", "C", "Cl", "H", "H", "H", "H", "Cl", "C", "C", "Cl", "H", "H", "H", "H", "Cl", "C", "C", "Cl", "H", "H", "H", "H"],
  "xyz": [[2.25995, -1.04664, 0.36641], [0.93100, -1.66871, -0.08001], [0.75860, -1.90791, -1.55423], [-0.27040, -1.68359, -2.13110], [1.81495, -2.49311, -2.20885], [2.28541, -1.75667, -3.35568], [3.60992, -1.05439, -3.04114], [3.64965, 0.20065, -3.75075], [3.69153, 1.30883, -2.98987], [4.15511, 1.37893, -1.88525], [3.15971, 2.36240, -3.65316], [1.71823, 2.35914, -3.54166], [2.56599, -0.24510, -0.31129], [2.12787, -0.58989, 1.34791], [3.07079, -1.77413, 0.40142], [0.83744, -2.65535, 0.39453], [0.09302, -1.05776, 0.25318], [2.48854, -2.48997, -4.14080], [1.52114, -1.07818, -3.73914], [3.72717, -0.92964, -1.97072], [4.42863, -1.66645, -3.42008], [1.43765, 2.10736, -2.51515], [1.37937, 3.36648, -3.77073], [1.29044, 1.63405, -4.24042], [2.11767, -3.86942, -6.21481], [1.09090, -5.29817, -5.92784], [1.77136, -6.56829, -6.36824], [1.95871, -6.64484, -8.14329], [0.15430, -5.14497, -6.45794], [0.88855, -5.33676, -4.85971], [1.17818, -7.42982, -6.08190], [2.76073, -6.66080, -5.92700], [-4.29105, 3.84980, -3.66541], [-3.27121, 4.83759, -2.59190], [-1.80320, 4.63772, -2.86038], [-1.26262, 3.00016, -2.39902], [-3.52670, 4.57687, -1.56882], [-3.53915, 5.87875, -2.76506], [-1.22407, 5.34400, -2.26759], [-1.56526, 4.78042, -3.91164], [-4.12275, 5.64236, 1.04601], [-5.17780, 4.41221, 1.80477], [-4.91148, 3.02905, 1.27482], [-5.42192, 2.84413, -0.42701], [-6.21050, 4.70416, 1.63210], [-4.97896, 4.44426, 2.87350], [-5.47873, 2.30639, 1.85879], [-3.85970, 2.77349, 1.33348], [-4.78095, 3.16766, 6.17506], [-3.15424, 3.90033, 6.22264], [-2.76441, 4.48872, 4.89536], [-2.52063, 3.22667, 3.65183], [-2.45843, 3.12973, 6.54563], [-3.17861, 4.68587, 6.97630], [-1.82767, 5.03409, 4.98752], [-3.52551, 5.17025, 4.52924], [-3.43822, 3.18795, 9.76284], [-4.44152, 1.72718, 9.94235], [-3.63426, 0.46566, 9.77454], [-3.05211, 0.25772, 8.10264], [-5.24008, 1.78830, 9.20708], [-4.87576, 1.75517, 10.94025], [-4.25507, -0.39765, 10.00756], [-2.76673, 0.46256, 10.42937], [-3.26053, 7.90093, 4.93883], [-4.60834, 8.24898, 3.82274], [-5.94303, 8.11624, 4.50652], [-6.28125, 6.41722, 4.93643], [-4.52718, 7.56208, 2.98391], [-4.46948, 9.26512, 3.45805], [-6.73355, 8.44429, 3.83390], [-5.98699, 8.70534, 5.41871], [4.40013, -4.32447, 0.55048], [5.45462, -4.23189, -0.89037], [6.58118, -3.24809, -0.70800], [5.96917, -1.57641, -0.65118], [4.82744, -3.96475, -1.73770], [5.86402, -5.22522, -1.05530], [7.26135, -3.31545, -1.55528], [7.13487, -3.44001, 0.20761], [-1.26777, 6.25459, 8.87829], [0.00627, 5.87802, 10.06723], [-0.56780, 5.41396, 11.38111], [-1.42061, 6.72122, 12.24140], [0.61712, 6.76829, 10.19082], [0.61891, 5.08668, 9.63868], [0.23861, 5.07688, 12.03020], [-1.27127, 4.59743, 11.23746], [5.94528, -3.25714, -4.49691], [6.93926, -2.33272, -5.65715], [6.14085, -1.90488, -6.86104], [5.67259, -3.28910, -7.87876], [7.78319, -2.95696, -5.93798], [7.30753, -1.45439, -5.12920], [6.74522, -1.24087, -7.47659], [5.23313, -1.38270, -6.56747], [0.37966, -5.04166, -1.81808], [-0.68334, -6.44190, -1.52197], [-0.05162, -7.74071, -1.95154], [0.09854, -7.84610, -3.72591], [-1.62283, -6.26599, -2.03970], [-0.87544, -6.47406, -0.45053], [-0.66900, -8.57964, -1.63596], [0.94261, -7.85513, -1.52762], [-8.39054, 0.31043, -5.13633], [-6.94943, 0.38765, -6.18328], [-6.08071, 1.57833, -5.87191], [-6.86383, 3.11885, -6.31247], [-7.29109, 0.40695, -7.21484], [-6.38362, -0.52702, -6.01525], [-5.15703, 1.51514, -6.44453], [-5.83403, 1.62277, -4.81402], [7.66136, -6.76030, -2.07636], [6.69252, -7.94290, -1.15298], [6.54659, -9.24999, -1.88765], [5.53538, -9.08604, -3.34513], [5.72091, -7.49606, -0.95219], [7.20594, -8.10527, -0.20700], [6.06032, -9.97684, -1.23940], [7.51286, -9.64156, -2.19429]],
  "mulliken_charge": [-0.5498, -0.2402, 0.4209, -0.6311, -0.0354, 0.0665, 1.7397, -0.3210, 0.6484, -0.4932, -0.4327, -0.6381, 0.1314, 0.4158, -0.1044, 0.1651, 0.3828, -0.6823, 0.5772, -0.5469, -0.8390, 0.3445, 0.2468, 0.3300, -0.1723, 0.1095, -0.3201, -0.2120, 0.3854, -0.2568, 0.1352, 0.3466, -0.1116, -0.0130, -0.5754, -0.1662, -0.1903, 0.3524, 0.3424, 0.3508, -0.2610, 0.0978, -0.5814, -0.1651, 0.3880, -0.1468, 0.3878, 0.2207, -0.2091, -0.1652, 0.1654, -0.1832, 0.3332, 0.0391, 0.4258, -0.4292, -0.1148, -0.5296, -0.4502, -0.1590, 0.2960, 0.3575, 0.3028, 0.3072, -0.1543, -0.1013, -0.4970, -0.1290, -0.0849, 0.3761, 0.3041, 0.3471, -0.2271, 1.0839, -0.4693, -0.1274, -0.0423, -0.8053, 0.2533, 0.4010, -0.1378, -0.5025, -0.2214, -0.1873, 0.3621, 0.2675, 0.3106, 0.1209, -0.0732, -0.6590, -0.3039, -0.1777, 0.4084, 0.2945, 0.3648, 0.1564, -0.0614, -0.6636, -0.4212, -0.1912, 0.3092, 0.3943, 0.3508, 0.2667, -0.1901, -0.4513, -0.3639, -0.1782, 0.3243, 0.3025, 0.3161, 0.2398, -0.1887, -0.4604, -0.4619, -0.1639, 0.2768, 0.3448, 0.3055, 0.3285]
}

=====

> Number 1 is which compound?

C2H7OS